# 1
ORCA calculation (ωB97M-V with the def2-TZVPD basis set) on a cluster of 9 separate species, C16H50O11 in total in a non-equilibrium geometry.

Properties
ΔE to the lowest compared entry with this formula, charge and spin ... 0.0 kcal/mol

ORCA input file:
```
! wB97M-V def2-TZVPD RIJCOSX def2/J DEFGRID3
* xyz 0 1
O -4.690 0.560 1.098
O -0.373 -1.118 -3.137
O 4.082 0.250 -3.859
O 2.264 -1.661 -2.457
O 0.266 -0.932 0.634
O -2.729 -1.051 -0.826
O -1.353 -0.186 4.940
O -0.431 3.701 0.893
O -0.485 1.251 2.290
O -0.099 -3.646 1.507
O 5.604 -1.401 1.173
C -3.356 0.216 -0.987
C 4.482 -1.348 2.072
C 0.629 3.441 -0.032
C -3.700 0.218 4.831
C 0.096 2.494 -1.098
C 3.474 -2.384 1.632
C 3.071 -0.681 -1.850
C -3.563 0.958 0.325
C -2.608 -0.824 4.583
C -0.651 0.418 -4.910
C 3.904 0.083 2.051
C 3.276 0.548 -2.725
C -2.544 -1.326 3.157
C -1.265 -0.785 -4.206
C -1.491 -1.980 -5.092
C 0.971 4.799 -0.630
H 3.791 1.325 -2.163
H -5.466 0.973 0.710
H 3.466 -2.483 0.546
H -1.697 -2.875 -4.494
H -0.467 2.988 1.551
H 4.023 -1.178 -1.654
H -4.315 0.069 -1.501
H 2.478 -2.256 2.055
H 2.655 -0.350 -0.887
H -1.304 0.783 -5.711
H -3.497 1.116 4.241
H -2.672 0.931 0.948
H 4.617 0.754 2.534
H 1.434 5.476 0.084
H 3.766 -3.384 1.976
H 3.017 0.095 2.687
H -2.749 0.851 -1.635
H 0.347 -3.769 2.353
H -0.868 -1.364 -2.347
H 0.855 2.161 -1.809
H -3.432 -1.901 2.910
H 2.289 0.881 -3.070
H -4.660 -0.139 4.447
H -0.593 -2.249 -5.652
H 0.278 0.175 -5.428
H -3.695 1.997 -0.011
H 0.157 5.186 -1.234
H -2.354 -1.915 -5.755
H 1.808 4.618 -1.328
H 1.502 3.009 0.465
H 6.257 -0.809 1.562
H 1.331 -1.401 -2.515
H -2.199 -0.399 -3.784
H -3.314 -1.683 -0.401
H -0.023 0.603 1.727
H -1.000 -3.953 1.654
H -2.775 -1.664 5.268
H -3.755 0.513 5.878
H -2.248 -0.563 2.446
H -0.695 2.965 -1.694
H 4.827 -1.577 3.089
H -0.972 0.719 2.930
H -0.398 1.619 -0.666
H -1.457 0.148 5.834
H 0.325 -1.874 0.873
H -1.712 -2.041 3.147
H -0.474 -0.874 0.016
H 3.716 0.319 1.008
H -0.550 1.240 -4.204
H 3.625 -0.427 -4.369
*
```

---

# 2
ORCA calculation (ωB97M-V with the def2-TZVPD basis set) on a cluster of 2 separate species, C25H34ClIN3O9P in total in a non-equilibrium geometry.

ORCA input file:
```
! wB97M-V def2-TZVPD RIJCOSX def2/J DEFGRID3
* xyz -2 1
I -2.268 -2.662 0.797
Cl 4.595 0.925 -2.172
P 3.875 2.213 -3.737
O 3.139 3.645 -1.113
O 1.111 1.335 -4.908
O 3.254 -2.843 1.754
O 0.677 -1.895 -3.011
O -5.669 2.630 -2.276
O -5.389 0.636 -3.242
O 4.748 3.687 -3.744
O -7.137 1.705 -3.678
O 0.830 -2.794 -0.885
N 1.215 2.399 1.345
N 2.333 -1.949 3.825
N 2.240 2.655 -3.187
C 1.246 1.660 -3.695
C -0.165 4.465 0.517
C 3.269 -2.220 4.970
C 2.487 -2.940 2.744
C -0.536 -1.781 -3.814
C 0.466 1.222 -2.396
C -1.095 0.491 1.935
C -0.103 -0.572 2.691
C 0.463 3.630 1.733
C -3.986 1.129 0.387
C 0.960 0.131 3.671
C 0.612 -3.004 -2.114
C -4.035 -0.264 -0.399
C -0.642 0.705 0.422
C 0.570 1.684 0.205
C 1.158 1.956 -1.201
C -2.624 -0.995 -0.629
C -0.758 0.282 -2.200
C 2.330 2.873 -1.707
C -1.336 -0.381 -3.561
C 0.336 -4.516 -2.549
C -6.046 1.707 -3.026
C 2.410 -0.540 3.334
C -1.369 -0.029 -0.782
C 1.604 -4.291 2.889
H -0.971 1.473 2.502
H -4.547 -0.102 -1.425
H 1.053 -4.801 -3.388
H -3.166 1.849 0.060
H -4.739 -0.955 0.208
H -2.145 0.071 2.068
H 0.694 4.684 -0.227
H 1.236 4.330 2.240
H -0.988 3.931 -0.064
H 0.353 -1.300 1.934
H -0.362 3.469 2.505
H -0.782 -1.222 3.371
H -2.462 -0.533 -3.450
H -1.295 -2.612 -3.606
H 3.277 0.067 3.781
H 0.372 -5.240 -1.655
H -4.986 1.666 0.153
H 0.757 -0.153 4.775
H 1.501 -4.856 1.906
H -0.754 -4.569 -2.937
H 3.717 -3.270 4.773
H 4.103 -1.448 5.082
H 2.148 -4.968 3.646
H -0.594 5.490 0.829
H 0.977 1.270 3.625
H -0.208 -1.895 -4.917
H 2.526 -0.450 2.190
H 5.071 3.888 -2.826
H -2.720 -1.542 -1.644
H -1.142 0.335 -4.447
H -4.014 0.926 1.518
H 2.607 -2.301 5.916
H 0.568 -4.035 3.315
H 2.144 2.714 0.994
*
```

---

# 3
ORCA calculation (ωB97M-V with the def2-TZVPD basis set) on a structure of composition C7H18ClI2O2P2Ti in a non-equilibrium geometry.

Properties
ΔE to the lowest compared entry with this formula, charge and spin ... 0.0 kcal/mol

ORCA input file:
```
! wB97M-V def2-TZVPD RIJCOSX def2/J DEFGRID3
* xyz 3 1
I 2.125 -3.852 -1.431
I -0.856 -3.444 -0.491
Ti 0.297 -1.223 0.309
Cl 2.216 -0.158 -0.039
P 0.053 -0.205 3.547
P -0.031 0.413 -2.111
O -2.705 0.013 -0.086
O 0.226 -0.988 2.210
C -1.656 0.342 3.688
C 1.251 1.129 3.667
C -1.581 -0.296 0.031
C 0.838 1.987 -2.506
C 0.859 -0.721 -3.233
C -1.555 0.699 -3.066
C 0.326 -1.237 5.012
H 0.278 2.824 -2.070
H 2.095 0.939 2.990
H -2.155 -0.215 -3.052
H 0.269 -2.304 4.752
H 0.769 2.080 3.408
H -0.428 -1.003 5.799
H 1.636 1.190 4.690
H -1.858 1.135 2.962
H -1.851 0.697 4.707
H -2.111 1.518 -2.597
H 1.314 -1.014 5.461
H 0.837 -0.277 -4.236
H -2.327 -0.500 3.491
H 0.872 2.092 -3.602
H 1.855 1.971 -2.099
H 0.377 -1.703 -3.207
H -1.267 0.962 -4.091
H 1.887 -0.855 -2.884
*
```

---

# 4
ORCA calculation (ωB97M-V with the def2-TZVPD basis set) on a structure of composition C12H12BrF6IN4O4PdS3Se.

Properties
ΔE to the lowest compared entry with this formula, charge and spin ... 0.0 kcal/mol

ORCA input file:
```
! wB97M-V def2-TZVPD RIJCOSX def2/J DEFGRID3
* xyz -2 1
I 1.000 1.295 0.737
Pd -0.389 -2.358 -2.531
Br -1.915 2.650 2.219
Se 0.779 -0.769 -4.017
S 4.603 -0.455 2.175
S 2.668 -0.860 4.185
S -1.908 -3.851 -1.551
F 1.796 1.545 4.889
F 7.106 0.259 2.530
F 2.041 0.146 6.521
F 3.776 1.074 5.622
F 6.065 -0.170 4.375
F 5.678 1.680 3.320
O 4.625 0.282 0.947
O 3.532 -1.798 4.840
O 4.986 -1.834 2.185
O 1.294 -1.200 3.974
N -3.192 -2.184 -3.246
N -2.768 -1.288 -1.128
N 3.267 -0.115 2.930
N -0.971 -1.181 -6.423
C 2.568 0.563 5.358
C -2.119 -1.311 0.175
C -0.727 1.850 -0.286
C -3.360 -0.861 -3.826
C -2.976 2.742 -0.386
C -1.847 2.389 0.341
C -0.299 -1.022 -5.491
C -2.465 -2.294 -2.046
C 5.928 0.374 3.165
C -0.765 1.677 -1.667
C -1.881 2.043 -2.401
C -2.993 2.573 -1.761
H -2.409 -0.324 -3.918
H -2.388 -0.398 0.706
H -3.775 -0.973 -4.825
H -3.875 2.848 -2.326
H -2.470 -2.170 0.744
H -1.876 1.894 -3.473
H -2.799 -2.834 -3.913
H 0.078 1.237 -2.180
H -3.835 3.146 0.133
H -4.058 -0.270 -3.229
H -2.703 -0.370 -1.552
H -1.029 -1.377 0.103
*
```

---

# 5
ORCA calculation (ωB97M-V with the def2-TZVPD basis set) on an isolated molecule of C23H27ClN4O.

Properties
ΔE to the lowest compared entry with this formula, charge and spin ... 14.8 kcal/mol

ORCA input file:
```
! wB97M-V def2-TZVPD RIJCOSX def2/J DEFGRID3
* xyz 0 1
Cl 2.630 3.472 -5.061
O 1.271 -0.119 1.598
N 1.589 1.929 0.701
N -0.224 3.826 -0.397
N -2.270 4.190 0.397
N -0.478 0.312 -1.107
C 2.358 1.628 -3.100
C -0.385 1.990 -2.908
C -1.011 -2.565 -0.943
C -0.549 5.140 -0.547
C 3.282 3.567 1.291
C -3.681 2.613 1.395
C -0.534 0.742 0.295
C 2.901 2.110 1.295
C -2.148 -1.551 -0.929
C -1.802 5.397 -0.072
C 0.866 0.825 0.936
C -1.270 3.254 0.177
C 1.708 2.541 -3.914
C -3.388 -2.091 -1.637
C -1.738 -0.238 -1.599
C 0.338 2.719 -3.838
C -3.463 3.883 0.997
C 3.372 4.226 -0.056
C 1.619 0.892 -2.189
C 0.247 1.083 -2.063
C -2.685 1.620 1.175
C -1.494 1.898 0.573
C 3.541 4.207 2.424
H -0.958 -0.103 0.834
H 3.426 1.485 -3.193
H -2.388 6.297 -0.014
H 3.713 5.256 0.032
H 4.066 3.683 -0.704
H -0.151 3.431 -4.488
H -1.454 2.145 -2.823
H -4.165 4.694 1.118
H 3.839 5.248 2.426
H 3.643 1.532 0.729
H -4.616 2.359 1.872
H 0.139 5.840 -0.991
H 1.137 2.716 0.241
H 2.891 1.711 2.309
H 2.406 4.227 -0.569
H -0.145 -2.202 -0.390
H -3.748 -3.001 -1.156
H -0.694 -2.762 -1.971
H -2.426 -1.356 0.112
H -2.885 0.604 1.492
H -2.572 0.477 -1.513
H 2.102 0.159 -1.555
H -1.598 -0.434 -2.664
H -4.201 -1.362 -1.633
H -3.159 -2.332 -2.679
H 3.468 3.708 3.382
H -1.332 -3.510 -0.503
*
```

---

# 6
ORCA calculation (ωB97M-V with the def2-TZVPD basis set) on a structure of composition C34H49NO2OsSSbSi3 in a non-equilibrium geometry.

ORCA input file:
```
! wB97M-V def2-TZVPD RIJCOSX def2/J DEFGRID3
* xyz 3 5
Os -1.822 -0.151 0.591
Sb 2.095 1.397 -0.691
S -0.361 1.030 -0.668
Si -1.470 -2.188 -2.127
Si -0.250 -2.879 0.913
Si -3.403 -2.617 0.430
O -3.322 -1.507 1.704
O -3.909 1.229 0.427
N -1.787 1.469 2.170
C 3.091 0.363 -2.328
C -2.452 -0.654 -2.748
C 3.025 2.456 2.030
C -3.478 -4.431 0.983
C 3.177 5.559 -1.443
C 0.326 -2.075 -2.751
C 3.142 4.256 -0.973
C -4.078 -1.563 2.900
C -4.900 -2.181 -0.669
C 4.478 -1.374 -3.186
C 4.022 0.322 1.500
C -1.640 -2.064 -0.208
C 4.854 0.443 2.601
C 4.789 1.570 3.403
C 3.931 0.520 -4.558
C 1.079 5.232 -2.568
C 3.869 2.569 3.124
C 1.332 -1.796 0.767
C 1.024 3.932 -2.095
C -0.740 -2.703 2.754
C 2.054 3.455 -1.296
C -2.701 3.525 2.951
C -0.431 2.982 3.430
C 2.154 6.044 -2.242
C 3.167 1.050 -3.529
C 3.126 1.338 1.215
C -4.134 1.929 1.647
C -0.629 1.797 2.749
C 0.082 -4.665 0.360
C -2.262 -3.791 -2.771
C 3.748 -0.840 -2.136
C -2.817 2.314 2.275
C 4.577 -0.694 -4.388
C -1.492 3.872 3.529
H -3.119 -0.935 -3.556
H 0.305 -2.123 -3.837
H 0.155 -5.305 1.235
H 0.531 3.201 3.866
H -3.549 4.189 3.007
H 4.026 1.061 -5.487
H -0.680 -5.077 -0.291
H -1.369 4.815 4.038
H 3.825 3.451 3.745
H 2.153 -2.320 1.245
H -3.046 -0.174 -1.970
H 0.176 1.077 2.663
H -2.623 -3.610 -3.778
H -5.181 -1.132 -0.635
H 0.796 -1.130 -2.488
H -2.794 -4.695 1.783
H 2.196 7.053 -2.618
H -4.051 -2.570 3.312
H 0.100 -2.913 3.411
H -3.094 -4.145 -2.176
H 4.995 -2.311 -3.059
H 5.557 -0.343 2.823
H 1.198 -0.847 1.289
H -4.700 1.291 -0.118
H -4.484 -4.668 1.317
H 4.014 6.192 -1.191
H 3.960 3.883 -0.369
H 2.326 3.252 1.805
H -5.769 -2.759 -0.361
H 5.158 -1.115 -5.194
H -5.117 -1.296 2.713
H -1.088 -1.694 2.988
H 1.032 -4.736 -0.159
H -4.712 -2.436 -1.706
H 2.649 1.990 -3.674
H 4.095 -0.551 0.871
H -1.529 -3.396 3.024
H 0.286 5.608 -3.196
H 0.954 -2.889 -2.405
H -1.758 0.082 -3.139
H -1.536 -4.592 -2.844
H -4.732 2.829 1.472
H 1.605 -1.610 -0.268
H -3.262 -5.085 0.146
H -3.652 -0.880 3.633
H -4.685 1.285 2.351
H 3.719 -1.366 -1.193
H 5.470 1.670 4.233
H 0.185 3.291 -2.334
*
```

---

Results for electronic energy: -39924.619 -79278.209 -82035.856 -222572.161 -44819.984 -85086.958 (in eV, following the order of the records).
Results for molar mass: 418.56 713.89 533.30 878.63 410.95 932.09 (in g/mol, following the order of the records).